Model i:
Below is a 6-piece molecular cluster, C6H24O6 overall, with properties calculated with the ωB97M-V functional and the def2-TZVPD basis.

Computed properties:
Gap between HOMO and LUMO   10.018 eV
LUMO   0.0114 Eh
Highest occupied orbital energy   -0.357 Ha
SMILES   CO.CO.CO.CO.CO.CO

Geometry as XYZ:
```
36
C6H24O6 the ωB97M-V functional and the def2-TZVPD basis
C -1.870 1.452 -3.675
O -2.276 1.004 -4.956
H -2.449 2.292 -3.291
H -1.999 0.687 -2.892
H -0.809 1.733 -3.668
H -1.545 0.490 -5.306
C -1.535 -3.336 3.384
O -2.699 -3.888 2.819
H -1.563 -3.215 4.477
H -0.680 -4.012 3.272
H -1.359 -2.335 2.997
H -3.189 -4.404 3.460
C 2.625 2.834 -1.359
O 1.361 2.809 -0.687
H 2.557 2.186 -2.238
H 2.882 3.818 -1.754
H 3.415 2.423 -0.725
H 1.353 3.613 -0.153
C -0.661 -0.278 -0.179
O -0.740 1.107 0.220
H -1.706 -0.584 -0.266
H -0.131 -0.372 -1.123
H -0.265 -0.840 0.672
H 0.050 1.567 -0.113
C 2.487 -1.746 -2.001
O 3.137 -3.000 -1.907
H 1.535 -1.788 -2.526
H 2.286 -1.381 -0.986
H 3.087 -0.979 -2.507
H 3.831 -2.918 -1.250
C -0.774 1.240 4.076
O -1.550 0.934 2.927
H -0.154 2.133 3.978
H -1.463 1.356 4.910
H -0.142 0.365 4.266
H -1.048 1.035 2.102
```

Model ii:
Below is a 6-piece molecular cluster, C6H24O6 overall, with properties calculated with the ωB97M-V functional and the def2-TZVPD basis.

Computed properties:
Gap between HOMO and LUMO   10.276 eV
LUMO   0.0200 Eh
Highest occupied orbital energy   -0.358 Ha
SMILES   CO.CO.CO.CO.CO.CO

Geometry as XYZ:
```
36
C6H24O6 the ωB97M-V functional and the def2-TZVPD basis
C 25.386 15.226 24.812
O 25.664 13.838 24.932
H 25.194 15.620 25.808
H 26.187 15.784 24.330
H 24.445 15.416 24.274
H 25.843 13.476 24.061
C 22.217 23.755 25.135
O 22.454 22.375 25.383
H 21.251 24.083 25.533
H 22.996 24.394 25.563
H 22.219 23.909 24.060
H 22.589 22.245 26.326
C 28.142 18.262 24.693
O 27.710 17.509 25.815
H 27.986 19.337 24.827
H 29.203 18.082 24.535
H 27.617 17.975 23.772
H 26.790 17.758 25.963
C 22.550 17.765 28.036
O 23.018 16.789 27.090
H 23.361 18.129 28.665
H 22.111 18.574 27.460
H 21.749 17.355 28.651
H 23.002 15.910 27.476
C 19.805 20.606 27.596
O 19.969 19.771 28.734
H 19.758 21.663 27.880
H 20.663 20.463 26.940
H 18.904 20.367 27.027
H 19.115 19.499 29.079
C 23.526 19.251 24.770
O 24.494 18.291 25.197
H 22.717 18.761 24.228
H 23.100 19.768 25.640
H 24.041 20.020 24.203
H 24.025 17.659 25.762
```

Pick model ii: it beats the second-best structure by 8.9 kcal/mol.

Model i:
Below is a 2-piece molecular cluster, C3H8N2O2S overall, with properties calculated with the ωB97M-V functional and the def2-TZVPD basis.

Computed properties:
Gap between HOMO and LUMO   9.477 eV
LUMO   0.0158 Eh
Highest occupied orbital energy   -0.333 Ha
SMILES   NC[C@H](N)S.O=C=O

Geometry as XYZ:
```
16
C3H8N2O2S the ωB97M-V functional and the def2-TZVPD basis
C -4.776 -0.371 0.493
C 0.303 -0.493 0.294
C -0.928 -0.152 -0.601
N -0.343 -0.096 -1.879
N 1.195 0.618 0.536
O -4.320 -0.950 -0.394
O -5.120 0.200 1.425
S -1.487 1.582 0.024
H 0.875 -1.316 -0.124
H 0.109 -0.671 1.309
H -0.891 -0.167 -2.764
H 0.530 -0.542 -2.101
H 0.735 1.499 0.875
H 1.437 0.983 -0.370
H -2.634 1.729 -0.605
H -1.874 -0.739 -0.538
```

Model ii:
Below is the molecule C3H8N2O2S, with properties calculated with the ωB97M-V functional and the def2-TZVPD basis.

Computed properties:
Gap between HOMO and LUMO   9.117 eV
LUMO   0.0171 Eh
Highest occupied orbital energy   -0.318 Ha
SMILES   CO/N=C(\CO)NS

Geometry as XYZ:
```
16
C3H8N2O2S the ωB97M-V functional and the def2-TZVPD basis
C 3.171 -0.985 0.292
C -0.195 -0.189 -0.310
C 0.029 1.259 0.412
H 3.972 0.047 0.133
H 3.349 -1.471 1.459
H 2.885 -1.554 -0.561
H 0.576 1.250 1.384
H -0.953 1.674 0.466
H 1.784 1.344 -0.652
H -1.489 -1.704 -1.071
H -2.433 -0.195 1.614
N 0.875 -0.905 -0.220
N -1.361 -0.834 -0.576
O 1.978 -0.048 0.145
O 0.899 1.917 -0.507
S -2.833 -0.167 0.208
```

Pick model i: it beats the second-best structure by 133.4 kcal/mol.

Model i:
Below is the molecule C5H8O2S, with properties calculated with the ωB97M-V functional and the def2-TZVPD basis.

Computed properties:
Gap between HOMO and LUMO   8.527 eV
LUMO   -0.0105 Eh
Highest occupied orbital energy   -0.324 Ha
SMILES   C/C=C(\CO)C(O)=S

Geometry as XYZ:
```
16
C5H8O2S the ωB97M-V functional and the def2-TZVPD basis
C -1.277 1.954 0.107
C -0.009 1.326 -0.160
C 0.191 0.093 -0.416
C -0.770 -1.193 -0.245
C 1.599 -0.255 -0.166
H -1.411 2.494 1.016
H -2.027 1.136 0.315
H -1.602 2.804 -0.700
H 1.016 1.760 0.206
H -1.809 -1.100 -0.338
H -0.667 -1.820 -1.237
H -0.067 -2.675 0.824
H 2.673 -1.828 -0.009
O -0.628 -1.827 1.021
O 1.792 -1.534 -0.591
S 2.995 0.664 0.372
```

Model ii:
Below is C5H8O2S as an isolated structure, with properties calculated with the ωB97M-V functional and the def2-TZVPD basis.

Computed properties:
Gap between HOMO and LUMO   9.075 eV
LUMO   0.0041 Eh
Highest occupied orbital energy   -0.329 Ha

Geometry as XYZ:
```
16
C5H8O2S the ωB97M-V functional and the def2-TZVPD basis
C -0.078 0.577 1.302
C -0.616 0.246 -0.164
C -1.207 -2.160 0.126
C 0.696 0.300 -0.872
C 1.039 1.484 -1.451
H 1.672 -0.061 0.880
H -0.783 0.428 2.118
H 0.150 1.598 1.297
H -1.368 1.234 -0.303
H -0.632 -1.819 1.360
H 1.034 -0.690 -1.303
H 0.354 2.370 -1.509
H 1.907 1.269 -2.186
O 1.118 -0.333 1.721
O -1.393 -0.941 -0.519
S -1.893 -3.501 -0.495
```

Model iii:
Below is the molecule C5H8O2S, with properties calculated with the ωB97M-V functional and the def2-TZVPD basis.

Computed properties:
Gap between HOMO and LUMO   8.761 eV
LUMO   0.0296 Eh
Highest occupied orbital energy   -0.292 Ha
SMILES   OCC[C@@H]1OC=CS1

Geometry as XYZ:
```
16
C5H8O2S the ωB97M-V functional and the def2-TZVPD basis
C -2.115 -0.580 0.069
C -0.670 -0.981 -0.405
C 0.397 -0.422 0.562
C 2.596 0.546 -0.290
C 1.668 1.475 -0.041
H -1.522 1.241 0.128
H -2.159 -0.920 1.103
H -2.989 -1.076 -0.508
H -0.568 -2.086 -0.435
H -0.462 -0.573 -1.409
H 0.234 -0.674 1.598
H 3.578 0.738 -0.742
H 1.775 2.537 -0.182
O -2.350 0.780 -0.040
O 0.488 1.066 0.447
S 2.099 -1.072 0.145
```

Model iv:
Below is C5H8O2S as an isolated structure, with properties calculated with the ωB97M-V functional and the def2-TZVPD basis.

Computed properties:
Gap between HOMO and LUMO   9.385 eV
LUMO   0.0164 Eh
Highest occupied orbital energy   -0.328 Ha

Geometry as XYZ:
```
16
C5H8O2S the ωB97M-V functional and the def2-TZVPD basis
C 0.876 1.302 -0.095
C 0.429 -0.114 -0.048
C -0.545 -0.776 0.926
C -1.872 -0.699 0.104
C 1.654 -1.068 -0.502
H -0.464 2.557 -1.164
H 1.397 1.589 0.813
H 1.635 1.386 -0.867
H -0.715 -1.841 1.528
H -0.554 -0.098 1.863
H -2.447 0.208 0.300
H -2.264 -1.718 0.091
H 1.308 -2.106 -1.025
O -0.231 2.315 -0.184
O 2.773 -0.582 -0.410
S -0.980 -0.355 -1.331
```

Pick model iii: it beats the second-best structure by 47.0 kcal/mol.